DFT (ωB97M-V/def2-TZVPD) results for 11 unconnected molecules or ions with the total composition C54H139N13O19 in a non-equilibrium geometry.

Each line ends with the Mulliken charge.
Atoms and positions in Å:
C: -36.205 -17.763 -35.692  -0.501
O: -37.575 -17.564 -36.097  -0.411
C: -37.854 -17.136 -37.447  -1.134
C: -37.911 -15.562 -37.657  2.369
C: -38.961 -14.866 -36.688  -0.632
N: -38.161 -15.281 -39.042  -0.653
H: -35.507 -16.981 -35.991  0.067
H: -35.894 -18.737 -36.069  0.406
H: -36.206 -17.861 -34.606  0.246
H: -37.103 -17.546 -38.123  0.427
H: -38.803 -17.599 -37.716  0.410
H: -36.972 -15.056 -37.432  -1.132
H: -39.929 -15.367 -36.663  0.214
H: -39.125 -13.837 -37.007  -0.012
H: -38.485 -14.905 -35.709  -0.081
H: -39.056 -15.632 -39.352  0.273
H: -38.133 -14.274 -39.114  0.123
C: -42.145 -12.890 -29.951  -0.198
O: -41.616 -13.569 -31.116  -0.419
C: -40.222 -13.696 -31.373  0.366
C: -40.117 -14.123 -32.888  -1.227
N: -39.882 -13.017 -33.866  0.325
C: -41.039 -12.132 -33.964  -0.972
C: -40.929 -11.170 -35.131  -0.088
O: -40.974 -11.825 -36.399  -0.486
C: -40.577 -11.030 -37.536  -0.484
H: -43.180 -12.588 -30.114  0.351
H: -41.753 -11.877 -29.868  -0.320
H: -42.316 -13.523 -29.080  0.352
H: -39.720 -14.483 -30.810  0.151
H: -39.650 -12.827 -31.047  -0.147
H: -41.119 -14.486 -33.114  0.647
H: -39.262 -14.799 -32.902  0.326
H: -39.492 -13.202 -34.779  -0.272
H: -41.151 -11.472 -33.104  0.252
H: -41.890 -12.794 -34.126  0.528
H: -39.977 -10.645 -35.054  -0.206
H: -41.743 -10.445 -35.118  0.559
H: -41.204 -10.164 -37.750  0.448
H: -40.690 -11.736 -38.358  0.266
H: -39.527 -10.760 -37.430  -0.070
C: -38.107 -10.730 -40.771  -0.531
O: -36.919 -11.181 -41.413  -0.448
C: -36.844 -12.642 -41.517  -0.171
C: -35.389 -12.988 -42.030  -0.408
N: -35.148 -12.585 -43.443  -0.368
C: -33.802 -12.958 -43.917  -0.445
C: -33.475 -14.499 -43.927  -0.368
O: -32.301 -14.870 -44.640  -0.434
C: -31.162 -14.295 -43.903  -0.655
H: -38.276 -9.679 -41.007  0.345
H: -37.996 -10.794 -39.689  -0.035
H: -38.974 -11.349 -41.000  0.380
H: -37.565 -13.068 -42.215  0.753
H: -37.027 -13.044 -40.521  -0.106
H: -35.182 -14.046 -41.869  0.288
H: -34.772 -12.467 -41.298  -0.121
H: -35.293 -11.587 -43.493  0.355
H: -33.033 -12.448 -43.337  0.233
H: -33.468 -12.600 -44.891  0.449
H: -34.296 -15.028 -44.410  0.375
H: -33.420 -14.953 -42.937  0.235
H: -31.292 -14.113 -42.836  0.185
H: -31.023 -13.283 -44.284  0.297
H: -30.311 -14.924 -44.162  0.280
C: -39.175 -11.867 -27.347  -0.895
O: -39.974 -11.289 -28.463  -0.128
C: -39.891 -9.833 -28.403  -0.855
C: -40.460 -9.239 -29.672  -0.842
N: -39.553 -9.364 -30.789  0.849
C: -38.435 -8.418 -30.770  -1.316
C: -37.417 -8.712 -31.817  0.023
O: -36.682 -9.985 -31.629  -0.798
C: -36.014 -10.125 -30.386  -0.770
H: -39.608 -11.685 -26.363  0.329
H: -38.202 -11.378 -27.316  0.312
H: -38.949 -12.926 -27.473  0.259
H: -38.856 -9.530 -28.248  0.404
H: -40.514 -9.543 -27.556  0.508
H: -40.663 -8.191 -29.455  0.416
H: -41.385 -9.759 -29.923  0.273
H: -39.090 -10.259 -30.725  -0.198
H: -37.900 -8.130 -29.865  0.284
H: -38.797 -7.454 -31.127  0.553
H: -36.824 -7.875 -32.185  0.323
H: -37.903 -8.875 -32.779  -0.120
H: -35.326 -9.295 -30.226  0.309
H: -35.370 -10.995 -30.513  0.357
H: -36.647 -10.193 -29.501  0.020
C: -33.010 -5.944 -36.534  -0.377
O: -33.397 -6.892 -37.532  -0.440
C: -33.169 -8.269 -37.261  0.613
C: -34.120 -9.107 -38.093  -1.081
N: -34.030 -10.513 -37.716  1.991
C: -35.074 -11.384 -38.303  -1.787
C: -34.702 -12.779 -37.981  1.166
O: -34.028 -13.319 -39.074  0.274
C: -33.617 -14.689 -38.863  -0.824
H: -33.440 -4.971 -36.773  0.246
H: -31.943 -5.738 -36.454  0.293
H: -33.599 -6.310 -35.693  0.002
H: -33.271 -8.367 -36.180  -0.484
H: -32.155 -8.505 -37.584  0.076
H: -33.835 -8.872 -39.119  0.269
H: -35.118 -8.786 -37.793  0.264
H: -33.129 -10.900 -37.959  -0.925
H: -35.145 -11.280 -39.386  1.188
H: -36.072 -11.202 -37.904  -0.429
H: -35.569 -13.431 -37.868  -0.219
H: -34.105 -12.853 -37.072  -0.315
H: -32.767 -14.681 -38.181  0.267
H: -33.361 -15.205 -39.788  0.212
H: -34.405 -15.295 -38.415  0.075
C: -36.622 -6.050 -35.641  -0.481
O: -37.198 -6.352 -36.966  -0.454
C: -38.012 -7.553 -37.011  0.216
C: -39.376 -7.419 -36.357  -0.107
N: -40.185 -6.338 -36.932  -0.396
C: -41.465 -6.275 -36.184  -0.319
C: -42.316 -5.083 -36.702  -0.648
O: -41.617 -3.856 -36.651  -0.275
C: -42.420 -2.733 -36.897  -0.832
H: -37.412 -5.708 -34.973  0.338
H: -35.963 -5.185 -35.725  0.367
H: -36.041 -6.843 -35.170  -0.094
H: -37.381 -8.337 -36.592  -0.114
H: -38.238 -7.825 -38.042  0.234
H: -39.321 -7.343 -35.271  0.274
H: -39.872 -8.366 -36.568  -0.131
H: -39.642 -5.494 -36.814  0.321
H: -41.165 -6.028 -35.165  0.180
H: -41.988 -7.231 -36.175  0.297
H: -43.151 -4.961 -36.013  0.390
H: -42.628 -5.462 -37.676  0.305
H: -41.870 -1.802 -36.765  0.280
H: -43.357 -2.615 -36.352  0.311
H: -42.660 -2.587 -37.950  0.329
C: -39.452 -19.868 -22.676  -0.735
O: -39.580 -19.312 -23.953  -0.307
C: -38.286 -19.157 -24.589  -0.441
C: -38.511 -18.379 -25.891  -0.608
N: -37.123 -18.298 -26.486  -0.260
C: -37.202 -18.066 -27.921  -0.474
C: -35.940 -17.279 -28.451  -0.683
O: -36.133 -16.845 -29.763  -0.264
C: -36.867 -15.689 -29.824  -0.562
H: -40.428 -19.872 -22.190  0.260
H: -38.790 -19.304 -22.019  0.304
H: -39.207 -20.930 -22.715  0.293
H: -37.835 -20.080 -24.953  0.316
H: -37.663 -18.589 -23.898  0.298
H: -38.923 -17.382 -25.732  0.302
H: -39.218 -18.925 -26.517  0.367
H: -36.608 -17.577 -26.003  0.251
H: -38.098 -17.597 -28.328  0.328
H: -37.182 -19.058 -28.372  0.225
H: -35.159 -18.025 -28.305  0.335
H: -35.677 -16.425 -27.828  0.409
H: -36.295 -14.848 -29.432  0.373
H: -37.870 -15.689 -29.397  0.311
H: -37.041 -15.437 -30.871  -0.045
C: -31.354 -11.164 -39.546  -0.852
O: -31.587 -11.876 -38.325  -0.212
C: -30.498 -11.690 -37.343  -1.182
C: -31.021 -12.049 -35.925  -0.127
N: -31.687 -10.862 -35.360  -0.302
C: -32.116 -11.396 -34.051  0.453
C: -32.470 -10.185 -33.093  -1.636
O: -33.642 -9.458 -33.456  0.278
C: -33.747 -8.235 -32.742  -0.846
H: -30.826 -10.210 -39.513  0.346
H: -32.281 -11.073 -40.112  0.152
H: -30.753 -11.810 -40.187  0.330
H: -30.039 -10.702 -37.379  0.407
H: -29.705 -12.413 -37.537  0.446
H: -30.112 -12.167 -35.335  0.704
H: -31.757 -12.847 -36.017  -0.116
H: -32.476 -10.664 -35.959  0.014
H: -31.333 -11.938 -33.521  0.778
H: -33.040 -11.970 -34.110  -0.677
H: -31.571 -9.575 -32.997  0.432
H: -32.528 -10.603 -32.088  0.536
H: -32.904 -7.567 -32.925  0.380
H: -33.955 -8.432 -31.690  0.190
H: -34.580 -7.612 -33.067  0.059
C: -29.353 -18.960 -32.688  -0.722
O: -29.005 -17.762 -33.417  -0.402
C: -29.175 -17.989 -34.790  -0.571
C: -30.627 -17.700 -35.217  -0.724
N: -31.125 -16.506 -34.602  -0.184
C: -32.563 -16.278 -34.911  -0.908
C: -33.213 -15.173 -34.149  -0.497
O: -34.473 -14.950 -34.615  0.503
C: -35.226 -14.116 -33.776  -0.375
H: -29.203 -18.717 -31.636  0.265
H: -28.626 -19.757 -32.839  0.330
H: -30.431 -19.121 -32.712  0.291
H: -28.879 -18.988 -35.113  0.400
H: -28.508 -17.267 -35.260  0.341
H: -31.310 -18.470 -34.861  0.346
H: -30.717 -17.650 -36.302  0.408
H: -30.988 -16.676 -33.616  0.232
H: -33.143 -17.158 -34.634  0.499
H: -32.504 -16.159 -35.993  0.148
H: -32.543 -14.313 -34.140  0.158
H: -33.241 -15.442 -33.093  0.442
H: -36.190 -14.124 -34.285  -0.217
H: -34.858 -13.094 -33.679  -0.088
H: -35.424 -14.496 -32.774  0.209
N: -37.305 -11.346 -33.923  1.087
C: -36.819 -11.414 -35.168  1.119
N: -35.731 -10.717 -35.307  1.366
O: -37.298 -12.122 -35.984  0.271
H: -38.100 -11.901 -33.640  -0.460
H: -36.922 -10.748 -33.204  -0.074
H: -35.348 -10.093 -34.611  -0.779
H: -35.238 -10.929 -36.163  -1.023
N: -43.094 -6.990 -33.653  -0.296
C: -42.856 -8.188 -33.121  0.501
N: -41.674 -8.187 -32.583  0.060
O: -43.584 -9.151 -33.024  -0.690
H: -42.490 -6.269 -33.283  0.221
H: -44.092 -6.877 -33.760  0.263
H: -41.167 -7.314 -32.610  0.165
H: -41.303 -9.054 -32.224  -0.249

As for the net charge: 0. As for the gap between HOMO and LUMO: 8.15 eV. As for the SMILES: COC[C@H](C)N.COCCNCCOC.COCCNCCOC.COCCNCCOC.COCCNCCOC.COCCNCCOC.COCCNCCOC.COCCNCCOC.COCCNCCOC.NC(N)=O.NC(N)=O. The value obtained for the calculated total energy is -4281.71800 hartree.